Entry from the OMol25 dataset: a single C4H7OP molecule in a non-equilibrium geometry (ωB97M-V/def2-TZVPD).

The geometry in XYZ format:
```
13
Properties=species:S:1:pos:R:3:forces:R:3:nbo_charge:R:1
O 1.439 1.211 0.062 0.060 1.932 0.263 -1.017
P 1.808 -0.353 -0.004 -1.184 -1.129 -0.754 0.967
C 0.176 -0.813 -0.820 1.605 -2.195 -1.662 -0.486
C -0.868 0.203 -0.722 1.464 4.554 1.154 -0.395
C -0.758 0.176 0.852 0.369 0.001 -1.548 -0.398
C 0.192 -1.007 0.670 1.293 -0.539 0.302 -0.477
H 2.092 1.903 0.086 0.641 -0.107 0.044 0.512
H 0.095 -1.563 -1.653 0.383 0.461 1.150 0.223
H -1.767 -0.176 -1.116 -1.357 0.012 -0.407 0.212
H -0.563 1.293 -1.029 -0.962 -2.064 -0.322 0.204
H -1.687 0.026 1.243 -2.525 -1.221 1.343 0.206
H -0.449 1.103 1.326 0.696 -0.181 -0.102 0.216
H 0.291 -2.004 1.105 -0.484 0.477 0.538 0.233
```
Positions in Å, forces in eV/Å.

Kohn-Sham gap = 9.4 eV
Strongest force on any atom = 4.9 eV/A
DFT total energy = -15595.515 eV
HOMO energy = -8.616 eV
2S+1 = 1
Molar mass = 102.073 g mol⁻¹
E_LUMO = 0.0277 Eh